Record 1
A molecular structure, C40H30F6N3O15S2W, computed with wB97M-V/def2-TZVPD.

The value obtained for the largest force on an atom is 1.00 eV/A. The energy above the lowest of the compared OMol25 structures with the same formula, charge and spin comes out at 448.0 kJ/mol. The orbital gap comes out at 6.048 eV. The value obtained for the LUMO energy is -5.52 eV. The value obtained for the total energy is -116933.9371 eV.

Structure (ORCA input):
```
! wB97M-V def2-TZVPD RIJCOSX def2/J DEFGRID3
* xyz 1 1
W 0.4342 -0.0908 0.2630
C -2.3926 -0.3606 -5.6345
C -1.1993 -0.1403 -4.7417
C 0.1073 -0.0072 -5.5021
O -1.1002 -1.2293 -3.8058
C -0.7716 -0.7577 -2.5336
C -0.7216 0.7995 -2.7389
O -1.4464 0.9936 -3.9224
C -1.1196 1.8549 -1.6857
O -0.3871 1.4999 -0.4838
C -0.4775 3.2052 -2.0575
C -0.1802 3.9844 -0.8359
C 0.8279 5.1365 -0.8508
C 1.3896 5.4154 -2.2001
C 0.9114 4.7907 -3.2775
C -0.0022 3.6345 -3.2216
C -2.5860 2.0797 -1.3395
C -3.5234 2.2944 -2.3482
C -4.8331 2.6085 -2.0234
C -5.2186 2.7468 -0.6970
C -4.2853 2.5555 0.3077
C -2.9771 2.2183 -0.0118
C -1.6334 -1.4562 -1.4529
O -1.1808 -0.7747 -0.2275
C -1.2342 -2.9131 -1.2441
C -1.8045 -3.5796 -0.1584
C -1.4324 -4.8776 0.1447
C -0.4915 -5.5318 -0.6434
C 0.0656 -4.8806 -1.7320
C -0.3002 -3.5729 -2.0335
C -3.1374 -1.3205 -1.5694
C -3.7688 -1.8481 -2.6942
C -5.1484 -1.7944 -2.8053
C -5.9130 -1.2430 -1.7864
C -5.2890 -0.7563 -0.6497
C -3.9061 -0.7971 -0.5389
H -2.2905 -1.3121 -6.1548
H -2.4508 0.4352 -6.3760
H -3.3038 -0.3677 -5.0389
H 0.2846 -0.9124 -6.0809
H 0.9541 0.1334 -4.8292
H 0.0534 0.8389 -6.1866
H 0.2609 -1.0729 -2.2831
H 0.3425 1.0092 -2.9115
H -1.0680 4.1684 -0.2378
H 0.4495 6.0361 -0.3709
H 2.1216 6.2069 -2.2878
H 1.2690 5.0857 -4.2553
H -0.1868 3.0875 -4.1369
H -3.2336 2.2195 -3.3856
H -5.5543 2.7590 -2.8159
H -6.2398 3.0064 -0.4512
H -4.5698 2.6608 1.3467
H -2.2732 2.0478 0.7895
H -2.5487 -3.0773 0.4495
H -1.8859 -5.3845 0.9869
H -0.2004 -6.5486 -0.4143
H 0.7948 -5.3863 -2.3511
H 0.1466 -3.0915 -2.8922
H -3.1834 -2.3181 -3.4718
H -5.6291 -2.2030 -3.6847
H -6.9911 -1.2109 -1.8717
H -5.8764 -0.3448 0.1605
H -3.4329 -0.4212 0.3567
F 4.5321 -0.6120 0.2352
C 3.7873 0.2675 0.8761
F 4.5428 1.0196 1.6577
F 2.9265 -0.4262 1.6703
S 2.8515 1.3674 -0.3360
O 1.9821 0.1311 -0.8959
O 4.0449 1.7749 -1.0081
N 1.7936 1.8025 0.9098
S 1.0598 3.1109 0.1606
O 1.7959 4.5441 0.1640
O 1.8851 2.5531 -1.1645
C 0.2630 3.4921 1.8806
F -0.5057 4.5850 1.8171
F 1.2254 3.7091 2.7579
F -0.4976 2.4768 2.3058
O -1.4429 -1.2059 3.2939
C -0.4537 -1.3612 2.6766
O 0.1682 -0.2144 2.0693
C 0.3166 -2.6038 2.4524
C 0.2716 -3.5853 3.4330
C 0.9901 -4.7445 3.2359
C 1.7409 -4.9657 2.0973
C 1.7796 -3.9854 1.1281
C 1.0629 -2.7997 1.2840
O 1.0628 -1.8660 0.3267
N 2.5640 -4.2513 -0.0921
O 2.6985 -5.4140 -0.3999
O 2.8913 -3.2973 -0.7624
N 0.9454 -5.7969 4.2740
O 1.5703 -6.8093 4.0553
O 0.2553 -5.5776 5.2443
H -0.3140 -3.4482 4.3315
H 2.2818 -5.8910 1.9601
*
```

---

Record 2
A molecular structure, C40H31ClCrGeI2N3O at a distorted geometry, computed with wB97M-V/def2-TZVPD.

The value obtained for the largest force on an atom is 1.27 eV/A. The energy above the lowest of the compared OMol25 structures with the same formula, charge and spin comes out at 0.0 kJ/mol. Its expectation value of S² is 3.804. The orbital gap (spin up / spin down) comes out at 3.578 / 4.222 eV. The value obtained for the LUMO energy (spin up / spin down) is 3.77 / 3.77 eV. The value obtained for the total energy is -162164.9812 eV.

Structure (ORCA input):
```
! wB97M-V def2-TZVPD RIJCOSX def2/J DEFGRID3
* xyz -2 4
Cr 0.1526 0.2489 1.4177
Cl 2.4019 -3.7005 6.7054
C 1.6463 -2.4519 5.7329
C 0.9326 -1.4684 6.3742
C 0.3128 -0.4721 5.6293
I -0.7323 1.0897 6.5735
C 0.3525 -0.4239 4.2261
O -0.2539 0.4426 3.5211
C 1.1519 -1.4433 3.5914
N 1.2301 -1.3463 2.2402
C 1.9257 -2.2577 1.5916
C 2.5879 -3.3037 2.2320
C 2.5330 -3.4190 3.6005
C 1.7961 -2.4668 4.3302
H 0.8587 -1.4809 7.4525
H 1.9455 -2.1307 0.5137
H 3.1463 -4.0175 1.6411
H 3.0299 -4.2261 4.1212
C -2.1985 2.2760 0.4655
N -0.8359 2.0212 0.8943
C -0.0290 3.0302 0.8931
C 1.3101 2.8342 1.3090
C 2.4190 3.6835 1.4119
C 3.4596 2.8937 1.9061
C 2.9320 1.6070 2.0776
N 1.6453 1.5727 1.7209
C -3.1991 2.5610 1.5655
C -4.3694 3.2464 1.2469
C -5.3458 3.4814 2.2032
C -5.1647 3.0306 3.5031
C -3.9949 2.3606 3.8334
C -3.0183 2.1284 2.8743
H -2.5488 1.3924 -0.0747
H -2.2154 3.1172 -0.2386
H -0.3672 4.0132 0.5625
H 2.4479 4.7313 1.1500
H 4.4725 3.2052 2.1147
H 3.4352 0.7250 2.4500
H -4.5231 3.5989 0.2313
H -6.2477 4.0185 1.9302
H -5.9262 3.2082 4.2544
H -3.8379 2.0115 4.8467
H -2.1158 1.6018 3.1539
I -1.9846 -1.3428 0.9742
C 0.8718 0.0043 -0.3690
Ge 0.3099 -0.6790 -2.0412
C 1.9015 -0.9965 -3.2280
C 1.7572 -1.3701 -4.5652
C 2.8573 -1.6604 -5.3601
C 4.1385 -1.5807 -4.8286
C 4.3065 -1.1992 -3.5042
C 3.1948 -0.9150 -2.7187
C -0.5993 -2.4385 -2.3425
C -1.9693 -2.6051 -2.5279
C -2.5144 -3.8511 -2.8078
C -1.6905 -4.9629 -2.9118
C -0.3246 -4.8205 -2.7083
C 0.2094 -3.5719 -2.4211
C -0.6459 0.7629 -3.0756
C -1.9776 1.1289 -2.8661
C -2.5032 2.2979 -3.3999
C -1.7079 3.1412 -4.1633
C -0.3769 2.8041 -4.3783
C 0.1392 1.6369 -3.8352
H 1.8456 0.4715 -0.5709
H 0.7571 -1.4283 -4.9859
H 2.7213 -1.9522 -6.3966
H 5.0011 -1.8157 -5.4434
H 5.3030 -1.1244 -3.0819
H 3.3251 -0.6211 -1.6813
H -2.6252 -1.7473 -2.4346
H -3.5864 -3.9569 -2.9349
H -2.1079 -5.9365 -3.1446
H 0.3211 -5.6905 -2.7687
H 1.2769 -3.4723 -2.2531
H -2.6147 0.4902 -2.2612
H -3.5392 2.5621 -3.2111
H -2.1170 4.0566 -4.5767
H 0.2617 3.4606 -4.9603
H 1.1842 1.3989 -3.9960
*
```

---

Record 3
A molecular structure, C40H31F3N9O5S3Sr, computed with wB97M-V/def2-TZVPD.

The value obtained for the largest force on an atom is 0.58 eV/A. The energy above the lowest of the compared OMol25 structures with the same formula, charge and spin comes out at 210.8 kJ/mol. The orbital gap comes out at 6.482 eV. The value obtained for the LUMO energy is 1.25 eV. The value obtained for the total energy is -107131.1608 eV.

Structure (ORCA input):
```
! wB97M-V def2-TZVPD RIJCOSX def2/J DEFGRID3
* xyz -1 1
Sr -0.0648 0.4201 -0.0633
O 2.0826 1.6777 3.8287
C 1.2178 1.5193 2.9811
N 0.8382 0.3692 2.3563
C 0.9428 -0.7942 3.0508
O 1.0385 -0.9390 4.2599
C 0.9311 -2.0548 2.1568
C 1.0625 -3.3524 3.0057
C 0.3358 -4.5113 2.4210
C -0.4853 -4.3550 1.3882
C -0.6944 -3.0299 0.8011
N -0.0849 -1.9633 1.1348
C 0.5044 2.7878 2.5194
C 1.0144 4.0091 2.9593
C 0.4037 5.1808 2.5610
C -0.7217 5.1012 1.7512
C -1.1576 3.8490 1.3636
N -0.5549 2.7121 1.7183
H 0.8195 -3.2105 4.0590
H 0.4813 -5.4852 2.8771
H -1.0375 -5.1856 0.9670
H -1.4302 -2.9254 0.0043
H 1.8843 3.9911 3.5993
H 0.7918 6.1416 2.8757
H -1.2445 5.9878 1.4166
H -2.0200 3.7585 0.7112
S 1.7122 8.0720 -2.6539
N 0.4062 7.1526 -2.9088
C 0.6302 5.9958 -2.3150
C -0.2799 4.8679 -2.2789
C -1.5174 4.8734 -2.9227
C -2.3174 3.7603 -2.8410
C -1.8676 2.6656 -2.1008
N -0.7006 2.6581 -1.4725
C 0.1039 3.7285 -1.5643
C 1.4159 3.6639 -0.8934
N 1.7171 2.5392 -0.2374
C 2.9128 2.4135 0.3124
C 3.8765 3.4190 0.2733
C 3.5685 4.5950 -0.3647
C 2.3175 4.7314 -0.9662
C 1.9052 5.9282 -1.6700
N 2.6100 7.0374 -1.7952
H -1.8155 5.7532 -3.4791
H -3.2769 3.7200 -3.3380
H -2.4737 1.7656 -2.0165
H 3.1160 1.4754 0.8172
H 4.8386 3.2650 0.7411
H 4.2711 5.4166 -0.4217
N 3.9635 -6.9965 1.0285
C 4.3599 -5.8467 0.4514
S 5.6328 -5.8120 -0.6015
C 3.6295 -4.6385 0.8920
C 3.2833 -4.5128 2.1811
C 2.5783 -3.2933 2.6790
N 2.3197 -2.2613 1.6427
C 2.6130 -2.5163 0.3143
C 3.3072 -3.5933 -0.0756
H 4.4362 -7.8452 0.7715
H 3.1028 -7.0374 1.5477
H 3.5484 -5.2651 2.9159
H 3.1132 -2.8514 3.5246
H 2.3102 -1.7577 -0.3980
H 3.6249 -3.7015 -1.1014
C -4.3424 -1.3338 1.0198
S -3.0504 -0.1871 1.5360
C -3.9885 1.3050 1.1562
O -2.9738 -0.3213 3.0126
H -5.2495 -1.0932 1.5720
H -3.9944 -2.3308 1.2873
H -4.4810 -1.2363 -0.0561
H -4.1894 1.3090 0.0852
H -3.3547 2.1434 1.4427
H -4.9048 1.3053 1.7459
F 3.2262 0.2422 -1.7150
C 1.8581 0.1883 -2.0620
F 1.8399 -0.8898 -2.9467
F 1.7654 1.2840 -2.9510
O -3.4662 -0.0736 -1.7136
C -2.6053 -0.9582 -1.9139
O -1.3904 -0.8880 -1.5769
C -3.0394 -2.2366 -2.5968
C -4.3814 -2.4557 -2.8890
C -4.7830 -3.6423 -3.4867
C -3.8394 -4.6135 -3.8010
C -2.4974 -4.3930 -3.5190
C -2.0971 -3.2085 -2.9166
H -5.0926 -1.6781 -2.6420
H -5.8293 -3.8109 -3.7107
H -4.1502 -5.5390 -4.2702
H -1.7618 -5.1461 -3.7741
H -1.0558 -3.0085 -2.6961
*
```

---

Record 4
3 unconnected molecules or ions with the total composition C40H31F8O11PS at a distorted geometry, computed with wB97M-V/def2-TZVPD.

The value obtained for the largest force on an atom is 5.64 eV/A. The orbital gap comes out at 7.480 eV. As for the SMILES: CP(O)[C@@H]1OC(=O)O[C@@]1(CCOCC(F)(F)C(F)(F)C(F)(F)C(F)F)C[SH](=O)=O.O=C1c2ccccc2C(=O)c2ccccc21.O=C1c2ccccc2C(=O)c2ccccc21. The value obtained for the LUMO energy is -1.17 eV. The value obtained for the total energy is -106364.4555 eV.

Structure (ORCA input):
```
! wB97M-V def2-TZVPD RIJCOSX def2/J DEFGRID3
* xyz 0 1
C -2.4020 -1.2169 -2.3075
P -3.8775 -2.1766 -3.0247
O -4.4488 -1.2463 -4.3596
C -5.2876 -2.3092 -1.7322
O -4.5193 -2.2128 -0.4801
C -3.9917 -3.5621 -0.3439
O -2.8880 -3.7720 0.1986
O -4.9057 -4.4899 -0.9273
C -6.0010 -3.7519 -1.5518
C -6.5838 -4.3015 -2.9346
C -6.3793 -5.8836 -3.1701
O -5.6436 -6.0457 -4.4168
C -4.2002 -5.8989 -4.1834
C -3.4695 -7.3012 -4.5883
F -4.5329 -8.1364 -5.1003
F -2.5593 -7.1457 -5.6764
C -2.8667 -8.0912 -3.3321
F -3.9034 -8.0838 -2.3232
F -2.6833 -9.4734 -3.6564
C -1.5380 -7.4605 -2.6967
F -0.5528 -7.0743 -3.6375
F -0.9397 -8.5119 -1.9091
C -1.7736 -6.2364 -1.6882
F -1.8048 -4.9574 -2.3394
F -0.6021 -6.1921 -0.8407
C -6.9968 -3.5104 -0.3038
S -8.5949 -4.4363 -0.4032
O -8.4423 -5.9008 -0.7283
O -9.5983 -3.7791 -1.3295
H -1.7273 -0.7800 -3.1413
H -2.7086 -0.3100 -1.6668
H -1.7176 -1.9314 -1.7131
H -3.7403 -1.0880 -5.0198
H -6.0674 -1.4861 -1.8834
H -6.0763 -3.7548 -3.8201
H -7.7149 -4.0973 -3.0719
H -5.9193 -6.4399 -2.2830
H -7.4111 -6.3752 -3.3455
H -3.8786 -5.0330 -4.8762
H -4.0866 -5.6476 -3.0772
H -2.6544 -6.3828 -0.9619
H -7.2696 -2.3880 -0.2361
H -6.5239 -3.7668 0.7199
H -9.1610 -4.3718 0.8865
O -1.0177 1.5700 -0.7602
C -0.4459 2.6468 -0.8003
C 0.8501 2.8354 -0.1105
C 1.4300 1.7653 0.5726
C 2.6660 1.9228 1.1898
C 3.3279 3.1472 1.1264
C 2.7447 4.2205 0.4614
C 1.5015 4.0686 -0.1533
C 0.8808 5.2216 -0.8433
O 1.4239 6.3132 -0.8344
C -0.4054 5.0278 -1.5499
C -0.9833 6.0980 -2.2348
C -2.1742 5.9172 -2.9295
C -2.7915 4.6684 -2.9433
C -2.2256 3.6035 -2.2500
C -1.0331 3.7823 -1.5468
H 0.9219 0.8073 0.6209
H 3.1175 1.0882 1.7167
H 4.2989 3.2659 1.5978
H 3.2628 5.1733 0.4199
H -0.5045 7.0721 -2.2317
H -2.6199 6.7496 -3.4647
H -3.7161 4.5257 -3.4937
H -2.7139 2.6340 -2.2626
O 9.3970 5.1960 7.4080
C 8.7819 4.9686 6.3807
C 8.1740 3.6386 6.1474
C 8.2902 2.6466 7.1222
C 7.6887 1.4080 6.9284
C 6.9687 1.1558 5.7627
C 6.8657 2.1360 4.7818
C 7.4736 3.3779 4.9695
C 7.3735 4.4087 3.9119
O 6.8078 4.1623 2.8595
C 7.9636 5.7442 4.1532
C 7.8446 6.7362 3.1784
C 8.3665 8.0040 3.4095
C 9.0080 8.2860 4.6137
C 9.1408 7.2955 5.5813
C 8.6232 6.0200 5.3509
H 8.8452 2.8389 8.0349
H 7.7763 0.6392 7.6894
H 6.4890 0.1931 5.6177
H 6.3078 1.9318 3.8735
H 7.3417 6.5240 2.2402
H 8.2696 8.7752 2.6520
H 9.4067 9.2786 4.7971
H 9.6446 7.5213 6.5159
*
```

---

Record 5
A molecular structure, C40H31N5O4PSV, computed with wB97M-V/def2-TZVPD.

The value obtained for the largest force on an atom is 0.73 eV/A. The energy above the lowest of the compared OMol25 structures with the same formula, charge and spin comes out at 3.8 kJ/mol. Its expectation value of S² is 0.773. The orbital gap (spin up / spin down) comes out at 7.031 / 7.386 eV. The value obtained for the LUMO energy (spin up / spin down) is 2.22 / 2.57 eV. The value obtained for the total energy is -103439.7232 eV.

Structure (ORCA input):
```
! wB97M-V def2-TZVPD RIJCOSX def2/J DEFGRID3
* xyz -1 2
V 0.4862 -0.0140 0.4759
O 0.6337 5.5947 0.2253
C 1.8699 5.2278 -0.1517
C 2.7571 6.2250 -0.5603
C 4.0356 5.8997 -0.9723
C 4.4603 4.5740 -0.9860
C 3.5844 3.5839 -0.5797
C 2.2916 3.8886 -0.1587
C 1.4049 2.7829 0.2748
O 1.8422 1.5958 0.2521
N 0.2000 3.1074 0.6887
N -0.4843 1.9745 1.0705
C -1.6098 2.1950 1.6388
C -2.4333 1.1562 2.2034
C -3.6733 1.4708 2.7682
C -4.4414 0.5072 3.3854
C -3.9503 -0.7986 3.4710
C -2.7273 -1.1261 2.9289
C -1.9572 -0.1635 2.2582
O -0.8215 -0.5142 1.7079
H 0.1468 4.7558 0.4427
H 2.4107 7.2506 -0.5482
H 4.7089 6.6879 -1.2884
H 5.4618 4.3203 -1.3080
H 3.8785 2.5421 -0.5684
H -1.9375 3.2294 1.7424
H -4.0225 2.4966 2.7118
H -5.4065 0.7590 3.8050
H -4.5389 -1.5650 3.9607
H -2.3290 -2.1306 2.9912
N -0.0369 -0.2010 -3.9688
C 0.4287 -0.1124 -2.6939
S -0.5313 0.7816 -1.5543
N 1.5574 -0.6768 -2.4239
N 1.9388 -0.5213 -1.1017
C 3.1890 -0.7072 -0.9129
C 3.8798 -0.6671 0.3570
C 5.2755 -0.7599 0.3551
C 6.0066 -0.7730 1.5240
C 5.3201 -0.7161 2.7392
C 3.9453 -0.6402 2.7708
C 3.1892 -0.5969 1.5835
O 1.8910 -0.5312 1.6560
H -0.8520 0.3241 -4.2270
H 0.6055 -0.4946 -4.6829
H 3.7831 -0.9332 -1.7967
H 5.7832 -0.8170 -0.6026
H 7.0866 -0.8312 1.5003
H 5.8728 -0.7327 3.6715
H 3.4039 -0.5979 3.7075
C -3.4334 -0.9705 -5.3104
C -2.8266 -2.1387 -4.8695
C -2.5661 -2.3241 -3.5190
C -2.9102 -1.3506 -2.5854
C -3.5116 -0.1781 -3.0415
C -3.7755 0.0135 -4.3922
P -2.6568 -1.4974 -0.7591
C -4.0129 -2.7033 -0.3906
C -5.1942 -2.7279 -1.1303
C -6.2685 -3.5202 -0.7446
C -6.1862 -4.3076 0.3934
C -5.0160 -4.2945 1.1424
C -3.9479 -3.5009 0.7560
C -1.1648 -2.5723 -0.5890
C -1.2891 -3.9423 -0.8621
C -0.2494 -4.8261 -0.6449
C 0.9405 -4.3407 -0.1256
C 1.0799 -2.9866 0.1317
C 0.0563 -2.0602 -0.1052
H -3.6341 -0.8247 -6.3652
H -2.5455 -2.9053 -5.5817
H -2.0693 -3.2273 -3.1946
H -3.7538 0.5976 -2.3243
H -4.2423 0.9322 -4.7271
H -5.2792 -2.1252 -2.0270
H -7.1721 -3.5219 -1.3426
H -7.0219 -4.9283 0.6923
H -4.9332 -4.9095 2.0309
H -3.0364 -3.5137 1.3408
H -2.2350 -4.3318 -1.2191
H -0.3748 -5.8809 -0.8603
H 1.7636 -5.0163 0.0809
H 2.0233 -2.6457 0.5368
*
```